C34H69NO19S | ωB97M-V with the def2-TZVPD basis set

Last column: Löwdin charge in e.
Atoms and positions in Å:
1 C 0.09 4.53 6.20  -0.13
2 C -0.85 4.86 4.90  -0.20
3 C -1.08 3.59 3.88  -0.15
4 O -1.08 2.27 4.52  -0.27
5 O -2.01 2.20 5.45  -0.35
6 S -2.85 0.73 5.23  1.08
7 O -2.95 0.11 6.65  -0.45
8 O -4.40 1.18 4.70  -0.38
9 C -4.97 2.28 5.52  -0.21
10 C -5.14 3.62 4.55  -0.07
11 C -6.17 4.75 5.16  -0.28
12 N -5.83 5.85 6.13  0.05
13 O -7.47 4.68 4.75  -0.06
14 H -0.59 4.58 7.17  0.08
15 H 0.91 5.36 6.32  0.07
16 H 0.59 3.47 6.19  0.08
17 H -1.92 5.24 5.28  0.10
18 H -0.35 5.78 4.34  0.11
19 H -2.13 3.76 3.35  0.13
20 H -0.27 3.56 3.00  0.12
21 H -4.37 2.49 6.51  0.13
22 H -6.05 1.91 5.84  0.15
23 H -4.09 4.08 4.30  0.10
24 H -5.61 3.21 3.54  0.10
25 H -5.48 6.72 5.66  0.09
26 H -5.19 5.55 6.90  0.08
27 O 1.95 2.43 2.81  0.07
28 C 2.23 1.27 3.06  -0.49
29 O 3.14 0.60 2.31  -0.01
30 C 3.69 -0.69 2.63  -0.23
31 C 2.78 -1.80 2.13  -0.07
32 C 1.51 0.52 4.15  0.01
33 H 3.90 -0.77 3.70  0.11
34 H 4.65 -0.75 2.12  0.12
35 H 1.80 -1.76 2.61  0.07
36 H 3.23 -2.78 2.33  0.05
37 H 2.62 -1.70 1.05  0.09
38 H 0.58 0.12 3.75  0.10
39 H 1.29 1.23 4.96  0.08
40 H 2.10 -0.28 4.59  0.07
41 O -6.10 2.69 1.68  0.05
42 C -7.24 2.29 1.47  -0.48
43 O -7.74 1.25 2.18  0.00
44 C -9.12 0.84 2.17  -0.23
45 C -9.39 -0.10 1.01  -0.07
46 C -8.08 2.89 0.38  0.01
47 H -9.79 1.71 2.17  0.12
48 H -9.29 0.31 3.11  0.13
49 H -9.21 0.38 0.05  0.07
50 H -10.42 -0.46 1.03  0.08
51 H -8.72 -0.97 1.06  0.09
52 H -7.83 2.40 -0.57  0.10
53 H -7.84 3.95 0.30  0.10
54 H -9.15 2.82 0.55  0.07
55 O 4.94 -3.75 3.28  0.07
56 C 5.74 -4.42 2.63  -0.49
57 O 5.46 -4.78 1.36  -0.01
58 C 6.41 -5.38 0.46  -0.22
59 C 6.44 -6.89 0.63  -0.06
60 C 6.99 -4.94 3.27  0.01
61 H 7.40 -4.92 0.56  0.12
62 H 6.07 -5.15 -0.56  0.12
63 H 6.77 -7.17 1.64  0.07
64 H 7.12 -7.35 -0.09  0.04
65 H 5.44 -7.31 0.50  0.09
66 H 6.77 -5.87 3.80  0.10
67 H 7.35 -4.20 3.99  0.09
68 H 7.81 -5.10 2.58  0.07
69 O 8.30 -8.38 -1.35  0.05
70 C 7.76 -8.78 -2.38  -0.49
71 O 7.33 -7.89 -3.32  -0.01
72 C 6.87 -8.26 -4.63  -0.22
73 C 5.39 -8.61 -4.61  -0.06
74 C 7.47 -10.23 -2.58  0.01
75 H 7.49 -9.05 -5.06  0.12
76 H 7.01 -7.38 -5.27  0.12
77 H 5.20 -9.48 -3.97  0.07
78 H 5.03 -8.83 -5.62  0.06
79 H 4.81 -7.78 -4.20  0.09
80 H 6.53 -10.49 -2.08  0.10
81 H 8.28 -10.81 -2.13  0.10
82 H 7.43 -10.54 -3.62  0.07
83 O 0.20 5.29 1.59  0.08
84 C 0.09 6.41 1.10  -0.49
85 O -0.80 7.29 1.60  -0.01
86 C -0.87 8.69 1.25  -0.23
87 C -1.71 8.88 0.00  -0.07
88 C 0.88 6.80 -0.11  0.01
89 H 0.13 9.12 1.16  0.11
90 H -1.35 9.20 2.08  0.12
91 H -1.27 8.37 -0.86  0.07
92 H -1.80 9.95 -0.24  0.08
93 H -2.71 8.46 0.14  0.08
94 H 0.36 6.45 -1.01  0.10
95 H 1.86 6.31 -0.06  0.10
96 H 1.08 7.87 -0.19  0.07
97 O -7.99 4.86 -4.56  0.08
98 C -6.85 4.94 -4.11  -0.50
99 O -6.61 4.76 -2.79  -0.01
100 C -5.31 4.64 -2.20  -0.23
101 C -4.73 6.01 -1.89  -0.07
102 C -5.71 5.34 -5.00  0.00
103 H -4.65 4.04 -2.83  0.12
104 H -5.44 4.09 -1.26  0.12
105 H -4.59 6.60 -2.80  0.07
106 H -3.76 5.91 -1.39  0.08
107 H -5.40 6.58 -1.24  0.09
108 H -5.67 6.43 -5.07  0.10
109 H -5.88 4.92 -5.99  0.09
110 H -4.74 4.96 -4.67  0.07
111 O 5.00 -9.04 -8.07  0.07
112 C 4.89 -7.91 -8.55  -0.50
113 O 4.00 -7.03 -8.05  -0.01
114 C 3.93 -5.64 -8.41  -0.23
115 C 3.09 -5.44 -9.66  -0.07
116 C 5.68 -7.53 -9.77  0.01
117 H 4.93 -5.21 -8.50  0.11
118 H 3.45 -5.13 -7.57  0.12
119 H 3.53 -5.95 -10.52  0.07
120 H 3.00 -4.38 -9.89  0.08
121 H 2.09 -5.86 -9.52  0.09
122 H 5.16 -7.87 -10.66  0.10
123 H 6.66 -8.01 -9.71  0.10
124 H 5.88 -6.46 -9.84  0.07

Its net charge is 0. Its LUMO energy is 0.0144 hartree. The calculation puts the gap between HOMO and LUMO at 0.35996 Eh. The total energy comes out at -3219.1177 a.u.